Here is a molecular structure, C23H16LaO5Sb at a distorted geometry from OMol25. Energies are from the ωB97M-V functional and the def2-TZVPD basis.

Structure (XYZ):
```
46
Properties=species:S:1:pos:R:3:forces:R:3
La 2.5689 1.4753 -0.6575 -0.481 1.696 -3.722
Sb 0.0203 -0.9325 -0.0174 -1.886 -1.770 1.505
O 2.9936 5.6708 -2.7535 0.187 -2.635 1.210
O -0.2697 3.0693 -2.4364 2.930 -1.110 1.768
O 2.2369 2.7687 -4.1947 1.257 -1.666 0.113
O 3.2985 -0.0197 -4.3437 -0.276 -0.121 2.681
O 0.4150 -0.1876 -3.4078 -0.208 -0.611 3.719
C 1.0707 0.5950 1.2585 -0.306 -0.607 0.590
C 3.2774 1.4444 1.9280 0.199 -0.494 0.819
C -4.5310 1.0407 0.1866 0.398 -0.189 -0.318
C -2.7376 -0.0391 -1.0625 -0.336 0.339 -0.072
C -4.0212 0.5341 -1.0207 0.091 -0.091 0.248
C 0.6278 2.6610 -1.8285 -2.977 1.099 -1.557
C -3.7518 0.9673 1.3506 -0.098 -0.074 -0.422
C 0.6798 -0.0264 -2.2836 1.037 2.064 -4.763
C -1.1681 -3.7503 -0.1222 0.206 -0.060 0.046
C 3.0763 4.6575 -2.2335 -0.052 2.798 -0.812
C 0.6046 1.9252 1.2223 -0.267 -0.002 0.294
C 2.4109 0.3559 1.6590 -0.026 0.410 0.902
C -0.1740 -3.3129 2.0578 0.029 -0.473 0.035
C 2.7940 2.7650 1.8717 -0.189 0.006 0.464
C 1.4472 3.0017 1.5528 0.147 -0.037 0.372
C 2.5504 2.0475 -3.2992 -1.599 0.765 1.895
C -1.9658 -0.0859 0.1014 0.317 0.149 -0.387
C 3.1415 0.5458 -3.2952 1.746 0.301 -3.967
C -2.4783 0.3942 1.3076 -0.093 0.230 0.098
C -1.1214 -5.5049 1.5649 0.083 0.421 -0.249
C -0.4930 -2.8987 0.7612 0.163 0.131 0.807
C -1.4712 -5.0607 0.2782 0.165 0.262 0.269
C -0.4854 -4.6262 2.4551 -0.099 0.045 -0.290
H 0.3210 -2.6394 2.7662 -0.176 -0.294 -0.256
H -1.3429 -6.5362 1.8598 0.097 0.486 -0.074
H 4.3443 1.2587 2.1114 -0.499 0.071 0.229
H -4.1403 1.3693 2.2833 0.097 -0.162 -0.127
H -4.6137 0.5859 -1.9411 0.225 -0.042 0.442
H -1.4515 -3.4144 -1.1235 0.092 -0.146 0.233
H -1.8954 0.3389 2.2252 -0.076 -0.008 -0.097
H 3.4153 0.0959 -2.2027 -0.339 -0.550 -1.971
H 2.8203 -0.6596 1.6215 -0.111 0.255 0.160
H -1.9694 -5.7317 -0.4255 0.140 0.241 0.283
H -5.5280 1.4931 0.2063 0.446 -0.192 0.044
H -0.4117 2.1461 0.8892 0.160 -0.199 0.208
H 3.4514 3.6039 2.1097 -0.123 -0.258 -0.131
H -2.3652 -0.4298 -2.0148 -0.107 0.157 0.300
H -0.2223 -4.9735 3.4571 -0.098 0.191 -0.328
H 1.0428 4.0183 1.5784 0.210 -0.328 -0.188
```
Positions in Å, forces in eV/Å.

Computed properties:
Net charge: +2
E_tot (a.u.): -1533.247854
HOMO (spin up / spin down) (Ha): -0.500 / -0.500
Orbital gap (spin up / spin down) (eV): 4.98 / 4.97
LUMO energy (spin up / spin down) (eV): -8.63 / -8.63

Atomic partial charges in e from the Mulliken method, atoms 1 to 5: 1.437, 1.176, -0.119, -0.229, -0.386

Here is 2 unconnected molecules or ions with the total composition C4HNO2 at a distorted geometry from OMol25. Energies are from the ωB97M-V functional and the def2-TZVPD basis.

Structure (XYZ):
```
8
Properties=species:S:1:pos:R:3:forces:R:3
O 1.9384 2.2839 0.7222 -0.703 -0.581 0.793
O 0.7909 0.1450 -1.5421 -2.128 0.103 2.821
N -0.0910 0.0904 -0.6460 2.309 -0.869 -3.971
C -1.3359 -3.3962 -0.3562 0.334 -3.685 0.551
C 1.0133 1.6095 0.8095 1.208 0.727 -1.740
C -1.4716 -2.2313 -0.5280 -0.124 4.017 -0.540
C -0.0079 0.7971 0.5046 2.257 0.516 -0.729
H -0.8361 0.7018 1.0361 -3.153 -0.228 2.814
```
Positions in Å, forces in eV/Å.

Computed properties:
Relative energy (zero: lowest compared OMol25 entry of this formula, charge and spin) (eV): 9.954
E_tot (a.u.): -357.818601
HOMO (spin up / spin down) (Ha): -0.358 / -0.360
Orbital gap (spin up / spin down) (eV): 7.29 / 7.27
LUMO energy (spin up / spin down) (eV): -2.46 / -2.53

Atomic partial charges in e from the Mulliken method, atoms 1 to 5: -0.229, -0.392, 0.060, 0.242, 0.763

Here is 2 unconnected molecules or ions with the total composition C3H9N2O at a distorted geometry from OMol25. Energies are from the ωB97M-V functional and the def2-TZVPD basis.

Structure (XYZ):
```
15
Properties=species:S:1:pos:R:3:forces:R:3
O 0.7073 -0.6536 -0.7177 -0.410 0.000 0.208
N -0.8337 0.3246 0.4016 1.792 -0.422 0.909
N -0.5852 -0.4809 -0.5084 1.505 -0.834 -2.464
C -2.1746 0.6571 0.7658 -1.586 1.533 -1.370
C 2.1594 -1.4966 -2.0039 -1.417 2.272 -2.128
C 0.1850 0.8660 1.2760 -0.873 0.230 2.285
H 1.8114 -2.4799 -2.1926 -0.263 -0.816 0.453
H -2.7186 0.8812 -0.2545 0.575 -0.448 2.445
H 0.0363 0.4150 2.3470 0.185 0.773 -1.965
H 2.6979 -1.1100 -1.2051 0.945 -0.230 1.603
H -2.5668 -0.1750 1.3309 -0.602 -0.134 -0.048
H 1.1605 0.6198 0.9222 0.470 0.327 -0.134
H -0.1105 1.9280 1.3115 1.014 -0.272 0.238
H -2.1054 1.5625 1.4598 -0.401 -1.222 -1.277
H 2.3370 -0.8583 -2.9327 -0.934 -0.757 1.244
```
Positions in Å, forces in eV/Å.

Computed properties:
Net charge: +1
Relative energy (zero: lowest compared OMol25 entry of this formula, charge and spin) (eV): 6.951
E_tot (a.u.): -303.994928
HOMO (Ha): -0.545
Orbital gap (eV): 8.66
LUMO energy (eV): -6.17

Atomic partial charges in e from the Mulliken method, atoms 1 to 5: -0.477, 0.655, -0.298, -0.602, -0.079

Here is 2 unconnected molecules or ions with the total composition C2H8S4 at a distorted geometry from OMol25. Energies are from the ωB97M-V functional and the def2-TZVPD basis.

Structure (XYZ):
```
14
Properties=species:S:1:pos:R:3:forces:R:3
S 0.2610 2.3515 2.8377 -0.580 -0.916 -0.777
S -0.1142 0.4530 2.1552 0.274 1.330 0.198
S 0.8345 -0.6562 -3.4492 0.310 -0.714 -1.065
S 2.2281 -2.1864 -3.7820 -0.290 0.824 -0.046
C -1.8739 0.3331 2.2301 -1.305 -1.056 0.981
C 1.1945 -0.1908 -1.7930 0.294 -0.037 1.775
H -2.0228 -0.7180 2.5123 0.078 -0.026 -0.167
H 2.0766 -0.7239 -1.4421 0.132 0.061 -0.169
H -2.5432 0.4940 1.3900 0.736 0.303 -0.737
H -0.9745 2.7945 2.4640 0.407 0.044 0.295
H 0.4073 -0.4792 -1.0822 -0.173 0.023 -0.247
H 1.3871 0.8712 -1.6590 -0.038 0.155 -0.315
H -2.3152 0.8703 3.0661 0.398 0.308 0.166
H 1.4546 -3.2130 -3.4480 -0.243 -0.298 0.108
```
Positions in Å, forces in eV/Å.

Computed properties:
Net charge: +1
Relative energy (zero: lowest compared OMol25 entry of this formula, charge and spin) (eV): 0.765
E_tot (a.u.): -1673.402776
Spin multiplicity: 2
Expectation value of S²: 0.754
HOMO (spin up / spin down) (Ha): -0.423 / -0.420
Orbital gap (spin up / spin down) (eV): 6.23 / 2.94
LUMO energy (spin up / spin down) (eV): -5.28 / -8.49

Atomic partial charges in e from the Mulliken method, atoms 1 to 5: 0.082, 0.351, -0.049, -0.203, -0.890

Here is a molecular structure, C6AsCl5OS4Tc at a distorted geometry from OMol25. Energies are from the ωB97M-V functional and the def2-TZVPD basis.

Structure (XYZ):
```
18
Properties=species:S:1:pos:R:3:forces:R:3
Tc 1.9933 0.3299 -0.2147 -0.137 -0.229 -0.124
As 5.6616 0.4192 -0.9490 1.016 0.009 -0.218
Cl -1.7657 -2.7368 -1.3527 -0.012 -0.171 -0.106
Cl -4.9199 0.5327 1.3838 -0.314 0.060 0.105
Cl -2.5649 2.3795 2.0540 0.012 0.092 0.056
Cl 0.3725 1.6235 0.9554 -0.480 0.029 0.120
Cl -4.6656 -2.0464 -0.2978 -0.019 -0.034 -0.018
S 3.4365 -0.5595 0.8832 0.099 -0.316 0.523
S 2.8564 1.1753 -1.8342 -0.124 0.333 -0.498
S 6.3351 2.0295 -0.0688 -0.199 0.502 0.365
S 6.1605 -1.1260 -2.0413 -0.316 -0.478 -0.235
O 0.2225 -0.8265 -0.5696 0.133 -0.013 -0.038
C -1.0798 0.6813 0.6645 0.312 -0.155 -0.163
C -2.0761 -1.4073 -0.4459 0.499 0.333 0.104
C -3.4692 0.1021 0.8044 0.590 0.212 0.009
C -0.8815 -0.5125 -0.1346 -0.394 -0.006 0.081
C -3.3269 -1.0795 0.0277 -0.145 0.175 0.142
C -2.2888 1.0214 1.1358 -0.521 -0.342 -0.105
```
Positions in Å, forces in eV/Å.

Computed properties:
Net charge: +3
E_tot (a.u.): -6512.904828
HOMO (spin up / spin down) (Ha): -0.704 / -0.704
Orbital gap (spin up / spin down) (eV): 5.10 / 5.12
LUMO energy (spin up / spin down) (eV): -14.05 / -14.02

Atomic partial charges in e from the Mulliken method, atoms 1 to 5: 0.715, 0.615, 0.070, 0.092, -0.006

Here is a molecular structure, C26H29ClFeNO3S at a distorted geometry from OMol25. Energies are from the ωB97M-V functional and the def2-TZVPD basis.

Structure (XYZ):
```
62
Properties=species:S:1:pos:R:3:forces:R:3
Fe 0.1240 -0.4003 0.2343 0.346 1.194 0.308
Cl -1.5590 6.4373 3.1808 -0.014 -0.086 -0.055
S 2.8374 0.0879 0.1938 0.018 0.032 -0.176
O -3.8408 1.1098 -0.1473 0.229 -0.026 0.104
O 0.0725 -1.7142 -1.3310 -0.781 0.468 -0.537
O -1.7639 0.3777 0.2587 -0.312 -0.059 -0.167
N 0.8339 1.4766 -0.7802 -0.015 -0.133 0.168
C 2.1096 3.9135 -0.8694 0.115 -0.045 0.040
C 0.2030 -2.2407 4.2879 0.080 -0.018 0.056
C -1.8820 4.9182 2.3635 -0.025 0.054 0.014
C 0.7812 -2.5924 -0.8495 0.610 -0.551 0.436
C 1.2399 -4.7757 0.1646 0.137 -0.079 0.105
C 2.6731 -4.3547 0.4280 -0.165 -0.062 -0.069
C -1.1664 2.7471 1.6742 -0.004 0.056 0.079
C 0.2651 -0.5862 2.3183 -0.369 -0.861 -0.135
C -1.2689 -2.6222 2.3237 -0.023 -0.006 -0.034
C 0.0814 -2.0536 2.7694 -0.063 0.188 0.174
C -2.3952 2.5229 1.0663 0.013 0.110 0.145
C -2.7101 1.2298 0.3322 -0.121 -0.284 -0.291
C 0.7997 3.7969 -1.3421 0.064 0.022 -0.021
C 0.3043 -3.9180 -0.4431 0.198 0.213 -0.159
C -3.3676 3.5157 1.1280 0.007 0.109 0.035
C -1.3814 -5.6100 -0.2719 -0.022 0.054 -0.037
C 2.7699 2.8090 -0.3814 -0.044 -0.025 -0.034
C -2.0812 -3.4200 -1.2451 0.108 -0.072 0.011
C -0.4792 -6.4742 0.3279 0.027 -0.001 0.019
C 0.2092 2.5584 -1.2663 -0.071 -0.267 0.070
C -1.0236 -4.3210 -0.6552 -0.195 0.019 -0.026
C -3.1196 4.7201 1.7723 -0.037 -0.022 -0.041
C 0.8257 -6.0389 0.5509 0.020 -0.027 0.018
C -0.8965 -7.8575 0.7430 0.006 -0.027 0.034
C -0.9006 3.9453 2.3268 0.048 -0.063 -0.045
C 2.1157 1.5550 -0.3572 0.007 0.095 -0.144
H -3.0106 -3.9749 -1.3719 0.003 -0.018 0.019
H 1.5340 -6.7010 1.0419 -0.044 0.021 -0.042
H 3.1912 -5.1343 0.9848 -0.020 -0.014 0.007
H 3.7848 2.8700 -0.0132 -0.016 0.013 -0.007
H -0.2900 -8.6125 0.2382 -0.015 -0.003 0.008
H -0.8151 2.4031 -1.5923 0.046 -0.027 0.088
H -2.2748 -2.5581 -0.6016 -0.010 -0.035 -0.090
H 2.7274 -3.4320 1.0063 -0.023 0.016 0.020
H -1.3437 -3.7040 2.5066 0.016 0.153 0.022
H 3.2247 -4.1862 -0.5000 -0.042 -0.008 0.021
H -2.0815 -2.1227 2.8645 0.060 -0.034 -0.023
H 0.0366 -3.2839 4.6032 0.028 0.175 -0.096
H 1.8542 -2.3838 -0.7554 -0.026 -0.043 0.046
H -3.8712 5.4994 1.8153 0.038 -0.048 0.010
H -0.5400 -1.6115 4.7926 0.070 -0.057 -0.010
H 1.1952 -1.9353 4.6352 -0.086 0.006 0.007
H -0.4118 1.9733 1.6455 0.023 -0.005 -0.004
H -0.7601 -7.9954 1.8180 -0.011 -0.005 -0.023
H 0.0620 4.1218 2.7890 -0.034 -0.008 0.010
H -4.3236 3.3192 0.6590 0.041 0.006 0.001
H -2.4027 -5.9370 -0.4404 0.035 0.003 0.028
H -1.7764 -3.0070 -2.2054 -0.004 -0.034 -0.001
H 2.6087 4.8769 -0.8894 -0.006 -0.037 0.017
H 1.2416 -0.2203 2.6455 -0.036 0.071 0.081
H -1.4622 -2.4527 1.2610 0.079 0.041 0.124
H -1.9440 -8.0451 0.5056 0.041 0.012 0.008
H 0.8780 -2.6538 2.3116 0.009 -0.066 -0.079
H 0.2535 4.6458 -1.7285 0.006 -0.014 -0.006
H -0.5302 0.0086 2.7923 0.103 0.040 0.020
```
Positions in Å, forces in eV/Å.

Computed properties:
Net charge: -1
Relative energy (zero: lowest compared OMol25 entry of this formula, charge and spin) (eV): 0.290
E_tot (a.u.): -3410.825090
Spin multiplicity: 5
Expectation value of S²: 6.053
HOMO (spin up / spin down) (Ha): -0.144 / -0.164
Orbital gap (spin up / spin down) (eV): 6.03 / 6.46
LUMO energy (spin up / spin down) (eV): 2.10 / 1.99

Atomic partial charges in e from the Mulliken method, atoms 1 to 5: 0.594, -0.263, -0.500, -0.791, -0.854

Here is 2 unconnected molecules or ions with the total composition C5H13NO2 at a distorted geometry from OMol25. Energies are from the ωB97M-V functional and the def2-TZVPD basis.

Structure (XYZ):
```
21
Properties=species:S:1:pos:R:3:forces:R:3
O 1.9364 -3.4015 -0.8526 0.204 0.107 -0.095
O -3.9599 0.1187 0.7793 0.607 -0.062 -0.606
N 0.4776 1.2473 1.3409 0.607 -0.072 -0.048
C 0.2480 -0.5898 -0.1593 0.764 -0.280 -0.654
C 0.5277 0.9115 -0.0825 -1.651 -0.693 0.941
C 1.3720 -1.4927 0.4234 -0.567 0.528 0.605
C 2.0963 -2.2207 -0.6560 -0.327 -0.801 -0.072
C -0.4899 1.6829 -0.9239 1.031 0.707 0.479
H -0.7009 -0.8073 0.3349 0.013 -0.001 0.008
H 0.8770 -2.2001 1.0839 0.336 -0.347 -0.027
H -3.6856 -0.6269 0.2295 -0.362 -0.337 0.279
H -1.4849 1.5244 -0.5416 -0.543 -0.598 -0.206
H -0.3552 2.7547 -0.7238 0.249 -0.095 -0.497
H 2.7626 -1.6577 -1.3356 0.018 0.257 0.091
H 0.8442 2.1580 1.5760 -0.141 0.084 -0.116
H -0.4453 1.1281 1.7283 -0.156 0.086 0.025
H 0.1542 -0.9064 -1.2053 -0.388 0.282 -0.017
H 1.5166 1.0620 -0.4336 1.053 0.442 -0.378
H -3.4138 0.7976 0.3634 -0.237 0.394 0.315
H 2.0742 -0.9206 1.0335 -0.065 0.206 -0.054
H -0.3513 1.4386 -1.9788 -0.443 0.195 0.027
```
Positions in Å, forces in eV/Å.

Computed properties:
Relative energy (zero: lowest compared OMol25 entry of this formula, charge and spin) (eV): 1.560
E_tot (a.u.): -403.519297
HOMO (Ha): -0.352
SMILES string: C[C@@H](N)CCC=O.O
Orbital gap (eV): 10.19
LUMO energy (eV): 0.61

Atomic partial charges in e from the Mulliken method, atoms 1 to 5: -0.469, -0.653, -0.544, -0.657, 0.165

Here is a single C4H4Cl2N2 molecule at a distorted geometry from OMol25. Energies are from the ωB97M-V functional and the def2-TZVPD basis.

Structure (XYZ):
```
12
Properties=species:S:1:pos:R:3:forces:R:3
Cl 1.9745 -1.9909 0.1137 0.765 -0.957 0.460
Cl 2.9862 0.9778 0.1688 0.628 -0.079 0.193
N 0.4816 1.5763 0.1018 -0.551 0.980 -0.109
N 0.9166 -0.8194 -0.4181 0.062 4.689 0.945
C -0.9355 1.4167 -0.1407 2.624 -0.483 -0.427
C -0.4375 -1.0222 0.1037 -0.107 -0.294 -2.524
C 1.3316 0.6817 0.0369 -1.446 -3.128 -1.295
C -1.3662 0.1763 -0.1393 -0.418 -2.264 -0.257
H -0.6913 -2.0135 -0.3985 -0.639 1.469 0.730
H -1.3350 2.3498 -0.4763 -0.946 0.107 0.449
H -2.3600 -0.2402 -0.0857 -0.637 0.883 -0.535
H -0.5649 -1.0925 1.1335 0.664 -0.921 2.369
```
Positions in Å, forces in eV/Å.

Computed properties:
Relative energy (zero: lowest compared OMol25 entry of this formula, charge and spin) (eV): 1.987
E_tot (a.u.): -1184.605118
HOMO (Ha): -0.333
SMILES string: ClC1=NC=CCN1Cl
Orbital gap (eV): 9.57
LUMO energy (eV): 0.52

Atomic partial charges in e from the Mulliken method, atoms 1 to 5: -0.093, -0.132, -0.413, -0.184, -0.303